(1)
Below is a cluster of 6 separate species, C43H63BClN5O6PS in total, with properties calculated with ωB97M-V with the def2-TZVPD basis set.

- Net charge: -1
- Calculated total energy: -98674.459 eV
- LUMO level: 2.1 eV
- E_HOMO: -0.1478 Eh
- Orbital gap: 6.14 eV

CARTESIAN COORDINATES (ANGSTROEM)
C (0.7878, 5.4867, 3.4185)
C (1.8660, 6.0345, 2.3899)
O (1.4833, 5.6196, 1.0692)
P (1.1638, 6.8980, 0.0480)
O (2.3470, 7.8561, 0.1455)
C (1.1466, 6.2130, -1.6735)
C (-0.2784, 5.9789, -2.2914)
C (-0.4403, 4.5285, -2.8932)
C (-0.6743, 3.4973, -1.7503)
O (-0.7885, 2.1323, -2.0815)
B (-0.9694, 1.5296, -0.7250)
S (0.8591, 1.0487, -0.2482)
C (-1.7490, 0.0884, -0.6531)
C (-1.6782, -0.6045, 0.7766)
C (-0.8991, -1.9584, 0.6427)
C (-0.9036, -2.8317, 1.9520)
C (-0.0638, -2.2198, 3.1108)
O (1.3227, -2.4656, 2.9340)
C (2.0872, -1.7378, 3.8918)
O (-1.5968, 2.5674, 0.1295)
C (-1.9280, 3.6548, -0.7883)
C (-3.3389, 3.2243, -1.2974)
C (-4.3031, 4.3969, -1.7013)
C (-5.0446, 5.0543, -0.4963)
Cl (-3.5109, 5.7394, -2.6527)
O (-0.1937, 7.7868, 0.4507)
C (-1.2893, 6.9936, 0.9331)
C (-2.0080, 7.7957, 2.0849)
H (0.1223, 6.3491, 3.6588)
H (1.2602, 5.1869, 4.3746)
H (0.1928, 4.6905, 2.9325)
H (2.8383, 5.5361, 2.5988)
H (1.9074, 7.1304, 2.5293)
H (1.7556, 6.9032, -2.2964)
H (1.7135, 5.2534, -1.6539)
H (-0.4058, 6.6814, -3.1476)
H (-1.1093, 6.1089, -1.5743)
H (-1.2647, 4.5278, -3.6417)
H (0.5083, 4.2434, -3.4051)
H (0.1717, 3.7101, -1.0419)
H (1.5969, 1.3266, -1.3791)
H (-2.8410, 0.1967, -0.8842)
H (-1.3152, -0.6549, -1.3607)
H (-2.7009, -0.7637, 1.2010)
H (-1.1373, 0.0216, 1.5247)
H (-1.4477, -2.5533, -0.1326)
H (0.1439, -1.7958, 0.2884)
H (-1.9558, -2.9833, 2.2736)
H (-0.4784, -3.8232, 1.6765)
H (-0.4224, -2.6958, 4.0647)
H (-0.2468, -1.1233, 3.2289)
H (3.1593, -1.7252, 3.6305)
H (1.7260, -0.6854, 4.0002)
H (1.9046, -2.2289, 4.8782)
H (-1.8482, 4.5382, -0.1121)
H (-3.3119, 2.5122, -2.1465)
H (-3.8513, 2.6866, -0.4654)
H (-5.0750, 3.9596, -2.3768)
H (-5.5834, 4.2714, 0.1090)
H (-4.3911, 5.7013, 0.1212)
H (-5.8427, 5.7097, -0.9219)
H (-1.0005, 6.0089, 1.3535)
H (-2.0800, 6.8191, 0.1643)
H (-3.0778, 7.5131, 2.1678)
H (-1.5388, 7.6095, 3.0736)
H (-1.9255, 8.8932, 1.9057)
N (1.6928, -1.9268, -2.5224)
C (2.7767, -2.2972, -1.8371)
C (3.4621, -3.4799, -2.0584)
C (2.9947, -4.3323, -3.0462)
C (1.8709, -3.9708, -3.7732)
C (1.2611, -2.7603, -3.4742)
H (3.0988, -1.5975, -1.0723)
H (4.3375, -3.7289, -1.4719)
H (3.5007, -5.2680, -3.2482)
H (1.4772, -4.6123, -4.5514)
H (0.3793, -2.4297, -4.0133)
N (4.1602, -3.7621, 4.8154)
C (4.4518, -4.1152, 3.5584)
C (5.5443, -4.8933, 3.2090)
C (6.3885, -5.3297, 4.2175)
C (6.1084, -4.9755, 5.5281)
C (4.9881, -4.1970, 5.7713)
H (3.7634, -3.7477, 2.8037)
H (5.7287, -5.1502, 2.1743)
H (7.2540, -5.9387, 3.9854)
H (6.7442, -5.2967, 6.3428)
H (4.7259, -3.8978, 6.7807)
N (-7.8784, 3.3873, 1.1000)
C (-8.3673, 3.3126, 2.3421)
C (-9.6771, 2.9702, 2.6376)
C (-10.5353, 2.6922, 1.5860)
C (-10.0531, 2.7652, 0.2891)
C (-8.7251, 3.1136, 0.1024)
H (-7.6596, 3.5419, 3.1311)
H (-10.0160, 2.9231, 3.6640)
H (-11.5674, 2.4217, 1.7747)
H (-10.6924, 2.5560, -0.5583)
H (-8.3012, 3.1805, -0.8939)
N (2.5213, -7.8022, -0.0596)
C (2.7543, -8.3668, 1.1307)
C (2.7196, -7.6780, 2.3328)
C (2.4300, -6.3219, 2.3049)
C (2.1865, -5.7133, 1.0846)
C (2.2422, -6.4931, -0.0606)
H (2.9795, -9.4278, 1.1028)
H (2.9144, -8.1892, 3.2666)
H (2.3941, -5.7463, 3.2228)
H (1.9574, -4.6567, 1.0222)
H (2.0553, -6.0600, -1.0366)
N (3.9251, -6.2756, -5.5151)
C (4.2540, -5.4165, -6.4852)
C (4.3355, -5.7603, -7.8250)
C (4.0645, -7.0713, -8.1834)
C (3.7229, -7.9810, -7.1950)
C (3.6661, -7.5343, -5.8847)
H (4.4595, -4.4038, -6.1551)
H (4.6041, -5.0211, -8.5679)
H (4.1184, -7.3804, -9.2204)
H (3.5047, -9.0130, -7.4355)
H (3.3997, -8.2075, -5.0770)

Results of the Mulliken charge analysis, in e, for atoms 1 through 8:
1 C -0.66
2 C -0.37
3 O -0.24
4 P 0.97
5 O -0.85
6 C -0.84
7 C 0.51
8 C -1.36


(2)
Below is a cluster of 2 separate species, C6H14NO in total, with properties calculated with ωB97M-V with the def2-TZVPD basis set.

- Net charge: +1
- Calculated total energy: -9979.295 eV
- Energy above the lowest of the compared OMol25 structures with the same formula, charge and spin: 91.6 kJ/mol
- LUMO level: -4.5 eV
- E_HOMO: -0.5080 Eh
- Orbital gap: 9.32 eV

CARTESIAN COORDINATES (ANGSTROEM)
C (-2.6580, -0.0310, -0.4490)
C (-1.9500, -1.2830, -0.9507)
C (-0.6149, -0.9509, -1.6320)
C (0.2811, -0.1443, -0.7535)
C (1.2405, -0.6549, 0.0202)
N (1.9313, 0.1418, 0.9593)
C (2.8783, -0.2901, 1.6803)
H (-2.6721, 0.7470, -1.2138)
H (-2.0423, 0.3700, 0.3828)
H (-3.6228, -0.2230, -0.0172)
H (-2.5400, -1.7700, -1.7079)
H (-1.8155, -1.9252, -0.0882)
H (-0.8716, -0.3088, -2.4925)
H (-0.1312, -1.8578, -1.9976)
H (0.1479, 0.9366, -0.6926)
H (1.4925, -1.7067, -0.0308)
H (1.5671, 1.1487, 1.0650)
H (3.3823, -1.2497, 1.5836)
H (3.3015, 0.3490, 2.4426)
H (1.5471, 3.3502, 1.4354)
H (0.1367, 2.8073, 1.0648)
O (1.0122, 2.5450, 1.3920)

Results of the Mulliken charge analysis, in e, for atoms 1 through 8:
1 C -1.06
2 C -0.36
3 C -0.86
4 C -0.48
5 C 0.03
6 N 0.11
7 C -0.08
8 H 0.32


(3)
Below is a structure of composition C28H37N9RhS, with properties calculated with ωB97M-V with the def2-TZVPD basis set.

- Net charge: +3
- Calculated total energy: -56866.734 eV
- LUMO level (spin up / spin down): -10.4 / -10.4 eV
- E_HOMO (spin up / spin down): -0.5705 / -0.5705 Eh
- Orbital gap (spin up / spin down): 5.15 / 5.15 eV

CARTESIAN COORDINATES (ANGSTROEM)
Rh (-0.3101, 0.3313, -0.1645)
C (-3.8152, -2.1395, 0.8659)
N (-2.7638, -1.8395, -0.1086)
C (-3.1284, -0.8577, -1.1236)
C (-1.5468, -2.3769, -0.0378)
N (-0.4832, -1.6366, -0.5147)
C (0.5530, -2.2251, -1.2100)
C (0.6187, -3.5340, -1.7178)
C (1.7800, -3.9590, -2.3140)
C (2.9037, -3.1135, -2.4109)
C (2.8326, -1.8133, -1.9875)
C (1.6146, -1.3391, -1.4644)
N (1.3343, -0.0276, -1.1442)
C (2.2148, 0.9870, -1.4937)
N (2.5045, 1.1679, -2.7767)
C (3.7815, 1.7322, -3.2337)
C (1.6306, 0.6958, -3.8532)
N (2.7306, 1.7377, -0.5274)
C (3.0902, 3.1457, -0.7111)
C (2.8042, 1.2519, 0.8522)
N (-1.3549, -3.5666, 0.5266)
C (-0.1136, -3.9357, 1.2074)
C (-2.3574, -4.6374, 0.4612)
H (-4.2885, -1.1981, 1.1442)
H (-3.3798, -2.5858, 1.7545)
H (-4.5774, -2.7987, 0.4518)
H (-4.0584, -1.1646, -1.6035)
H (-2.3604, -0.7927, -1.8895)
H (-3.2993, 0.1212, -0.6650)
H (-0.2297, -4.1989, -1.6402)
H (1.8387, -4.9638, -2.7100)
H (3.8203, -3.4902, -2.8433)
H (3.6851, -1.1544, -2.0913)
H (4.4680, 1.8514, -2.4026)
H (3.6337, 2.6878, -3.7355)
H (4.2147, 1.0311, -3.9474)
H (0.6485, 0.4423, -3.4635)
H (2.0604, -0.1805, -4.3396)
H (1.5337, 1.4925, -4.5897)
H (2.7767, 3.4967, -1.6892)
H (4.1629, 3.2991, -0.5981)
H (2.5773, 3.7269, 0.0569)
H (2.8309, 0.1658, 0.8749)
H (1.9566, 1.6096, 1.4401)
H (3.7229, 1.6310, 1.2962)
H (0.5198, -3.0652, 1.3490)
H (0.4300, -4.6928, 0.6422)
H (-0.3737, -4.3489, 2.1820)
H (-3.1091, -4.4060, -0.2872)
H (-2.8333, -4.8067, 1.4263)
H (-1.8427, -5.5519, 0.1663)
N (-1.4290, 2.0575, 3.4555)
C (-1.4271, 1.1552, 4.5606)
C (-1.7474, 1.6343, 5.8170)
C (-1.7029, 0.7782, 6.9096)
C (-1.3234, -0.5424, 6.7387)
C (-0.9962, -1.0180, 5.4734)
C (-1.0613, -0.1689, 4.3840)
S (-0.7044, -0.8389, 2.7784)
N (-0.7421, 0.5682, 1.7876)
C (-1.0304, 1.7708, 2.2249)
C (-0.8515, 2.8650, 1.2324)
C (-0.9740, 4.2100, 1.5118)
C (-0.7904, 5.1303, 0.4824)
C (-0.4891, 4.6729, -0.7859)
C (-0.3528, 3.3071, -0.9843)
N (-0.5178, 2.4246, 0.0002)
H (-1.7048, 3.0052, 3.6608)
H (-2.0292, 2.6725, 5.9492)
H (-1.9582, 1.1505, 7.8916)
H (-1.2783, -1.2100, 7.5877)
H (-0.6968, -2.0510, 5.3442)
H (-1.2013, 4.5667, 2.5066)
H (-0.8911, 6.1897, 0.6780)
H (-0.3584, 5.3550, -1.6143)
H (-0.1175, 2.8994, -1.9596)

Results of the Mulliken charge analysis, in e, for atoms 1 through 8:
1 Rh 0.66
2 C -1.16
3 N 0.24
4 C -1.14
5 C -0.11
6 N 0.87
7 C 0.19
8 C -0.65


(4)
Below is the molecule C12H16OSi, with properties calculated with ωB97M-V with the def2-TZVPD basis set.

- Calculated total energy: -22623.871 eV
- Energy above the lowest of the compared OMol25 structures with the same formula, charge and spin: 435.0 kJ/mol
- LUMO level (spin up / spin down): -1.1 / -1.2 eV
- E_HOMO (spin up / spin down): -0.2892 / -0.2890 Eh
- SMILES: C=Cc1ccccc([Si](C)(C)C)c1=O
- Orbital gap (spin up / spin down): 6.77 / 6.66 eV

CARTESIAN COORDINATES (ANGSTROEM)
C (3.1193, 1.5332, 0.3426)
C (2.9151, 1.0095, -0.9207)
C (2.2695, 1.0735, 1.2854)
C (0.9999, 0.4767, 1.0960)
C (3.1329, -1.2685, -0.0540)
C (2.4523, -0.3530, -0.9128)
C (1.0744, -0.2206, -1.3192)
C (2.9407, -2.5938, -0.0636)
C (0.3920, 0.0059, -0.0115)
C (-2.4210, 0.2390, 1.4566)
C (-1.6676, -2.1009, -0.4432)
C (-2.0324, 1.0500, -1.6428)
O (0.5928, -0.2172, -2.4369)
Si (-1.5681, -0.1626, -0.2498)
H (3.7618, 2.3115, 0.7899)
H (3.0510, 1.3848, -1.9116)
H (2.3136, 1.3920, 2.3701)
H (0.2681, 0.7006, 1.9101)
H (4.0452, -0.8183, 0.3356)
H (1.9872, -3.0053, -0.4104)
H (3.5599, -3.2229, 0.5390)
H (-1.6745, 0.6170, 2.0877)
H (-3.2315, 0.9862, 1.3833)
H (-2.8837, -0.6226, 1.8074)
H (-1.7842, -2.4904, -1.5269)
H (-0.6333, -2.4441, -0.1610)
H (-2.3954, -2.5489, 0.1057)
H (-1.6086, 0.7351, -2.5174)
H (-3.1486, 1.1020, -1.8173)
H (-1.7284, 2.1811, -1.5887)

Results of the Mulliken charge analysis, in e, for atoms 1 through 8:
1 C -0.43
2 C -0.70
3 C -0.79
4 C 0.25
5 C -0.15
6 C 0.40
7 C 0.53
8 C -0.82


(5)
Below is a structure of composition C69H62F12OTi2, with properties calculated with ωB97M-V with the def2-TZVPD basis set.

- Multiplicity: 7
- Calculated total energy: -153439.984 eV
- LUMO level (spin up / spin down): 0.4 / 0.4 eV
- E_HOMO (spin up / spin down): -0.1616 / -0.3190 Eh
- Orbital gap (spin up / spin down): 4.84 / 9.08 eV

CARTESIAN COORDINATES (ANGSTROEM)
Ti (18.0608, 15.9299, 12.0040)
Ti (15.3833, 15.1755, 14.0858)
F (17.6030, 15.8854, 14.2823)
C (15.2348, 14.4684, 9.3484)
C (15.1550, 14.2191, 10.8915)
C (15.6837, 12.8174, 11.2347)
O (15.7935, 15.1905, 11.7343)
H (14.7283, 15.4273, 9.2384)
H (14.6872, 13.7302, 8.7625)
H (16.2566, 14.4607, 8.9689)
H (14.0963, 14.1340, 11.1367)
H (16.7309, 12.6927, 10.9592)
H (15.2230, 12.0293, 10.6391)
H (15.4656, 12.6620, 12.2913)
F (14.6887, 17.2153, 15.2048)
C (14.2438, 18.2576, 14.5153)
C (14.5091, 18.3684, 13.1699)
C (13.9671, 19.4344, 12.4412)
C (13.2067, 20.3958, 13.0558)
C (12.9271, 20.2829, 14.3796)
C (13.4675, 19.2059, 15.0964)
H (14.9721, 17.5325, 12.6666)
H (14.1543, 19.4035, 11.3780)
H (12.7956, 21.2042, 12.4694)
H (12.3349, 21.0440, 14.8657)
H (13.1929, 19.0490, 16.1291)
F (12.7915, 15.5799, 13.0385)
C (11.6500, 15.9763, 12.4218)
C (11.1519, 15.3898, 11.2130)
C (9.8119, 15.6661, 10.7701)
C (9.0615, 16.5777, 11.4756)
C (9.5886, 17.2375, 12.5892)
C (10.8296, 16.8620, 13.0802)
H (11.7940, 14.7198, 10.6605)
H (9.4468, 15.0983, 9.9270)
H (8.1013, 16.7865, 11.0274)
H (8.9143, 17.8530, 13.1661)
H (11.2685, 17.3883, 13.9149)
F (13.5811, 10.5498, 12.5387)
C (12.3110, 11.0162, 12.4415)
C (11.8176, 12.0407, 13.1452)
C (10.5280, 12.5012, 12.9131)
C (9.7000, 11.9201, 11.9070)
C (10.2358, 10.7985, 11.2250)
C (11.5205, 10.3507, 11.4732)
H (12.4265, 12.5585, 13.8716)
H (10.0930, 13.3305, 13.4511)
H (8.6753, 12.2356, 11.7767)
H (9.6189, 10.3224, 10.4773)
H (11.9880, 9.5412, 10.9322)
F (18.2376, 18.2719, 12.5633)
C (17.7530, 19.5443, 12.7682)
C (17.7899, 20.0558, 14.0853)
C (17.3633, 21.3673, 14.3151)
C (16.9054, 22.1644, 13.2687)
C (16.8521, 21.6809, 11.9529)
C (17.3180, 20.3478, 11.7232)
H (18.0820, 19.3720, 14.8685)
H (17.4166, 21.7921, 15.3067)
H (16.6146, 23.1939, 13.4166)
H (16.4024, 22.3126, 11.2012)
H (17.2482, 20.0580, 10.6851)
F (23.8879, 13.3039, 12.1038)
C (22.6200, 12.9857, 12.2000)
C (22.1570, 11.7852, 11.6527)
C (20.7822, 11.3749, 11.7868)
C (19.9581, 12.2536, 12.5304)
C (20.4337, 13.4517, 12.9850)
C (21.7611, 13.8219, 12.8186)
H (22.8333, 11.0666, 11.2137)
H (20.4243, 10.4223, 11.4250)
H (18.9454, 11.9170, 12.6965)
H (19.6523, 14.0570, 13.4203)
H (22.0667, 14.8132, 13.1192)
F (20.3233, 8.3463, 15.5119)
C (19.3254, 8.7653, 14.7224)
C (18.2704, 9.5908, 15.1452)
C (17.2981, 9.9932, 14.3002)
C (17.3686, 9.5718, 13.0066)
C (18.3992, 8.7819, 12.4868)
C (19.3709, 8.4204, 13.3609)
H (18.1698, 9.7773, 16.2042)
H (16.5032, 10.6189, 14.6783)
H (16.5633, 9.7674, 12.3140)
H (18.4230, 8.4556, 11.4575)
H (20.1700, 7.7313, 13.1306)
F (17.0712, 15.3342, 20.7871)
C (16.8067, 16.2237, 19.8467)
C (16.0557, 17.3935, 20.1510)
C (15.7220, 18.2688, 19.2005)
C (16.2139, 18.1464, 17.8915)
C (16.9808, 17.0122, 17.5375)
C (17.3183, 16.0641, 18.5106)
H (15.6842, 17.4530, 21.1634)
H (15.1728, 19.1354, 19.5377)
H (16.0144, 18.8090, 17.0623)
H (17.3433, 16.8898, 16.5275)
H (17.8517, 15.1857, 18.1785)
F (22.2735, 14.6892, 17.2645)
C (22.1528, 15.6382, 16.3718)
C (20.8860, 16.0690, 16.0272)
C (20.7980, 17.0222, 14.9714)
C (21.9079, 17.5653, 14.3786)
C (23.1959, 17.2610, 14.9016)
C (23.3077, 16.2481, 15.8680)
H (20.0841, 15.6790, 16.6365)
H (19.8054, 17.2412, 14.6062)
H (21.8376, 18.2791, 13.5711)
H (24.0853, 17.7023, 14.4764)
H (24.3039, 16.0019, 16.2047)
F (18.2535, 16.5353, 9.9051)
C (17.7587, 17.4941, 9.1261)
C (18.6319, 18.1733, 8.2890)
C (18.1126, 19.3146, 7.6379)
C (16.7773, 19.6904, 7.8238)
C (15.8995, 18.9263, 8.5839)
C (16.4099, 17.8876, 9.3325)
H (19.6405, 17.7949, 8.2119)
H (18.7351, 19.9767, 7.0545)
H (16.3848, 20.5201, 7.2546)
H (14.8689, 19.2368, 8.4958)
H (15.8373, 17.1981, 9.9350)
F (10.7401, 15.7968, 15.7090)
C (11.4264, 14.8757, 16.4205)
C (10.8429, 13.6638, 16.6999)
C (11.5844, 12.7485, 17.4912)
C (12.8667, 13.0375, 17.9146)
C (13.5304, 14.2464, 17.5916)
C (12.7669, 15.1838, 16.8542)
H (9.8051, 13.4726, 16.4699)
H (11.0370, 11.8623, 17.7764)
H (13.3754, 12.3276, 18.5499)
H (14.5408, 14.5056, 17.8714)
H (13.2631, 16.0990, 16.5670)
F (15.9370, 13.6996, 15.9452)
C (16.9710, 13.2173, 16.6217)
C (16.8318, 12.6231, 17.9153)
C (17.9480, 11.9699, 18.4566)
C (19.2054, 12.0533, 17.8753)
C (19.3265, 12.7453, 16.6978)
C (18.1779, 13.2786, 16.0701)
H (15.8627, 12.4875, 18.3723)
H (17.8384, 11.3658, 19.3450)
H (20.0993, 11.6217, 18.3008)
H (20.3000, 12.8543, 16.2430)
H (18.3239, 13.7559, 15.1124)

Results of the Mulliken charge analysis, in e, for atoms 1 through 8:
1 Ti 0.20
2 Ti 0.43
3 F -0.01
4 C -1.63
5 C 1.06
6 C -1.41
7 O 0.51
8 H 0.43